# 1
Formula: C43H39AsBCl3F4N2O2P2RuSi
Source: the Open Molecules 2025 dataset
Level of theory: ωB97M-V with the def2-TZVPD basis set

Values from the calculation:
⟨S²⟩: 0.788
Energy, hartree: -7029.73417
Kohn-Sham gap (spin up / spin down), eV: 3.7035 / 3.7858
HOMO energy (spin up / spin down), eV: -9.9 / -9.9

```
! wB97M-V def2-TZVPD RIJCOSX def2/J DEFGRID3
* xyz 1 2
Ru 0.369 -1.036 -2.227
N 0.324 -3.848 -0.554
P 1.735 -2.859 -0.626
C 2.467 -3.393 0.980
C 2.987 -2.483 1.890
C 3.535 -2.930 3.083
C 3.583 -4.284 3.365
C 3.112 -5.200 2.436
C 2.559 -4.757 1.249
C 2.874 -3.793 -1.688
C 2.372 -4.358 -2.985
C 3.416 -5.051 -3.783
C 4.725 -4.988 -3.443
C 5.154 -4.307 -2.289
C 4.222 -3.713 -1.440
C -0.914 -3.569 -1.045
C -1.952 -4.505 -0.883
C -3.174 -4.263 -1.461
C -3.359 -3.089 -2.188
C -2.318 -2.189 -2.263
N -1.139 -2.412 -1.678
H 0.384 -4.686 0.018
H 2.991 -1.428 1.657
H 3.927 -2.216 3.792
H 3.999 -4.632 4.298
H 3.180 -6.261 2.629
H 2.230 -5.481 0.515
H 1.495 -5.012 -2.822
H 3.076 -5.526 -4.689
H 5.457 -5.465 -4.077
H 6.207 -4.255 -2.067
H 4.550 -3.190 -0.552
H -1.766 -5.406 -0.320
H -3.974 -4.979 -1.360
H -4.296 -2.880 -2.675
H -2.426 -1.253 -2.802
O 1.895 -3.258 -3.791
O 0.746 -2.780 -3.237
F -2.366 0.775 -3.996
B -1.046 0.808 -4.343
F -0.567 -0.526 -4.455
F -0.747 1.575 -5.395
F -0.326 1.277 -3.170
Cl 2.704 1.838 -3.477
Si 2.551 -0.057 -2.723
Cl 3.342 -0.004 -0.756
Cl 3.934 -1.157 -3.755
C -1.764 1.572 -0.757
C -2.330 2.110 0.543
As -3.403 3.759 0.261
C -3.530 4.325 2.130
C -3.384 3.443 3.197
C -3.424 3.908 4.499
C -3.656 5.252 4.751
C -3.848 6.132 3.696
C -3.794 5.668 2.394
C -1.942 4.936 -0.333
C -2.004 5.544 -1.579
C -0.994 6.401 -1.989
C 0.078 6.652 -1.151
C 0.153 6.028 0.084
C -0.853 5.172 0.495
P -0.412 0.355 -0.412
C -1.152 -0.797 0.793
C -2.515 -1.087 0.789
C -3.033 -2.022 1.666
C -2.197 -2.693 2.546
C -0.833 -2.449 2.518
C -0.312 -1.514 1.641
C 0.694 1.475 0.505
C 0.880 1.497 1.881
C 1.703 2.460 2.441
C 2.342 3.395 1.646
C 2.143 3.387 0.274
C 1.316 2.436 -0.290
H -1.291 2.375 -1.334
H -2.528 1.123 -1.397
H -1.522 2.391 1.226
H -2.953 1.368 1.041
H -3.228 2.388 3.017
H -3.281 3.218 5.319
H -3.706 5.608 5.769
H -4.047 7.176 3.890
H -3.947 6.351 1.566
H -2.849 5.347 -2.228
H -1.056 6.878 -2.956
H 0.851 7.341 -1.456
H 0.991 6.214 0.738
H -0.790 4.696 1.467
H -3.175 -0.589 0.094
H -4.093 -2.225 1.661
H -2.609 -3.409 3.241
H -0.168 -2.983 3.179
H 0.752 -1.327 1.612
H 0.382 0.782 2.519
H 1.840 2.476 3.511
H 2.995 4.127 2.096
H 2.629 4.116 -0.355
H 1.146 2.422 -1.357
*
```

=====

# 2
Formula: C2H4N2O2
Source: the Open Molecules 2025 dataset
Level of theory: ωB97M-V with the def2-TZVPD basis set

Values from the calculation:
Energy, hartree: -338.42115
Kohn-Sham gap (spin up / spin down), eV: 9.5159 / 8.5624
HOMO energy (spin up / spin down), eV: -9.8 / -9.0

```
! wB97M-V def2-TZVPD RIJCOSX def2/J DEFGRID3
* xyz 0 1
C 2.033 -0.756 0.042
C -0.782 -0.292 -0.051
N -1.793 0.605 -0.022
N 0.455 0.380 0.016
O -0.877 -1.490 -0.127
O 0.604 1.599 0.140
H 2.914 -0.167 0.130
H 1.756 -1.765 -0.131
H -1.562 1.585 0.049
H -2.749 0.301 -0.046
*
```

=====

# 3
Formula: C75H164N8O11
Source: the Open Molecules 2025 dataset
Level of theory: ωB97M-V with the def2-TZVPD basis set

Values from the calculation:
Energy, hartree: -4220.94869
Kohn-Sham gap, eV: 7.6242
SMILES: CC1(C)CCCC(C)(C)N1O.CC1(C)CCCC(C)(C)N1O.CC1(C)CCCC(C)(C)N1O.CC1(C)CCCC(C)(C)N1O.CC1(C)CCCC(C)(C)N1O.CC1(C)CCCC(C)(C)N1O.CC1(C)CCCC(C)(C)N1O.CC1(C)CCCC(C)(C)N1O.CO.CO.CO
HOMO energy, eV: -7.5

```
! wB97M-V def2-TZVPD RIJCOSX def2/J DEFGRID3
* xyz 0 1
C -8.596 3.070 -0.412
O -7.249 3.183 -0.873
H -8.837 2.007 -0.407
H -8.935 3.534 0.514
H -9.038 3.667 -1.209
H -6.898 4.052 -0.666
C -8.730 6.272 6.649
O -9.586 6.934 7.569
H -7.942 6.874 6.195
H -8.095 5.556 7.171
H -9.312 5.709 5.919
H -9.517 7.795 7.150
C 2.418 10.327 6.176
O 2.202 9.484 5.048
H 3.466 10.379 6.472
H 2.107 11.347 5.949
H 1.879 10.111 7.099
H 1.264 9.468 4.846
C -8.255 -9.339 1.831
C -8.588 -8.075 0.994
C -10.157 -8.153 0.582
C -11.014 -7.838 1.906
C -10.618 -6.513 2.477
C -9.106 -6.230 2.748
N -8.272 -6.819 1.686
O -6.879 -6.528 1.873
C -8.889 -4.686 2.758
C -8.723 -6.774 4.137
C -7.780 -8.076 -0.313
H -7.450 -9.901 1.356
H -9.113 -9.997 1.971
H -7.864 -9.144 2.830
H -10.275 -7.523 -0.300
H -10.525 -9.155 0.361
H -10.886 -8.663 2.607
H -12.074 -7.867 1.651
H -11.196 -6.490 3.401
H -11.050 -5.660 1.954
H -9.717 -4.144 3.216
H -7.865 -4.577 3.116
H -8.925 -4.271 1.751
H -9.057 -7.811 4.091
H -7.669 -6.636 4.380
H -9.252 -6.249 4.932
H -8.071 -8.846 -1.028
H -6.776 -8.489 -0.207
H -7.769 -7.112 -0.821
H -6.942 -5.582 1.724
C -0.757 1.433 -0.907
C -0.532 0.916 0.540
C 0.652 1.717 1.078
C 0.829 1.624 2.623
C -0.493 2.050 3.312
C -1.719 1.186 2.943
N -1.744 1.074 1.426
O -2.872 0.479 0.897
C -1.665 -0.252 3.684
C -3.040 1.927 3.339
C -0.235 -0.631 0.608
H -1.638 1.003 -1.385
H 0.044 1.353 -1.642
H -1.101 2.464 -0.829
H 1.563 1.405 0.567
H 0.516 2.788 0.928
H 1.727 2.196 2.856
H 1.159 0.598 2.786
H -0.567 3.132 3.211
H -0.347 1.865 4.377
H -1.948 -0.339 4.733
H -2.152 -1.097 3.198
H -0.588 -0.420 3.664
H -3.016 2.911 2.871
H -3.975 1.415 3.110
H -3.115 2.381 4.327
H -1.127 -1.241 0.466
H 0.110 -0.920 1.600
H 0.553 -0.898 -0.097
H -3.311 1.243 0.515
C -9.299 -1.913 -6.668
C -7.847 -1.447 -6.619
C -7.160 -2.512 -7.549
C -5.864 -1.933 -8.219
C -6.344 -0.837 -9.174
C -7.053 0.360 -8.447
N -7.777 -0.052 -7.190
O -8.322 0.964 -6.458
C -5.923 1.246 -7.935
C -8.002 1.205 -9.414
C -7.296 -1.514 -5.234
H -9.640 -1.773 -7.694
H -9.904 -1.438 -5.895
H -9.428 -2.989 -6.549
H -6.863 -3.413 -7.013
H -7.870 -2.867 -8.295
H -5.428 -2.710 -8.846
H -5.129 -1.739 -7.438
H -7.112 -1.162 -9.876
H -5.449 -0.467 -9.675
H -6.243 2.093 -7.327
H -5.251 0.689 -7.283
H -5.248 1.601 -8.714
H -8.519 0.443 -9.997
H -8.682 1.910 -8.936
H -7.357 1.725 -10.122
H -7.833 -2.263 -4.651
H -7.303 -0.595 -4.648
H -6.233 -1.748 -5.287
H -7.743 1.032 -5.696
C 2.870 -8.402 11.239
C 1.456 -7.854 11.662
C 1.410 -6.260 11.691
C 1.293 -5.582 10.367
C 0.069 -6.236 9.665
C 0.062 -7.775 9.417
N 0.349 -8.355 10.745
O 0.183 -9.718 10.938
C -1.444 -8.074 9.147
C 0.953 -8.287 8.343
C 1.078 -8.215 13.074
H 3.529 -7.983 11.998
H 3.086 -8.088 10.218
H 2.795 -9.488 11.295
H 0.516 -5.889 12.191
H 2.109 -5.768 12.368
H 2.265 -5.851 9.954
H 1.239 -4.496 10.442
H 0.055 -5.731 8.699
H -0.806 -5.867 10.200
H -2.126 -7.739 9.928
H -1.939 -7.745 8.233
H -1.658 -9.142 9.103
H 1.989 -7.955 8.405
H 0.936 -9.376 8.373
H 0.529 -7.903 7.416
H 1.611 -7.597 13.797
H 1.373 -9.255 13.213
H 0.055 -7.870 13.222
H -0.552 -9.813 11.547
C 10.468 -7.051 1.311
C 8.985 -6.477 0.942
C 7.977 -7.497 1.460
C 6.555 -6.889 1.587
C 6.535 -5.645 2.410
C 7.417 -4.542 1.763
N 8.749 -5.127 1.637
O 9.723 -4.288 1.305
C 6.772 -3.872 0.526
C 7.532 -3.487 2.979
C 8.824 -6.446 -0.635
H 10.577 -8.118 1.114
H 10.559 -6.915 2.388
H 11.366 -6.569 0.923
H 7.810 -8.370 0.828
H 8.258 -7.929 2.420
H 5.943 -7.680 2.020
H 6.125 -6.894 0.585
H 6.729 -5.840 3.464
H 5.489 -5.344 2.466
H 6.058 -3.070 0.714
H 7.572 -3.292 0.066
H 6.408 -4.578 -0.220
H 6.531 -3.131 3.222
H 7.941 -3.838 3.926
H 8.080 -2.606 2.645
H 9.167 -7.388 -1.064
H 9.298 -5.626 -1.174
H 7.769 -6.411 -0.908
H 9.562 -4.038 0.392
C 7.254 -3.227 -8.868
C 6.694 -1.795 -8.922
C 6.479 -1.543 -10.458
C 5.500 -0.485 -10.862
C 4.123 -0.583 -10.201
C 4.274 -0.784 -8.682
N 5.341 -1.779 -8.394
O 5.380 -2.153 -7.036
C 4.436 0.568 -7.914
C 2.935 -1.406 -8.155
C 7.756 -0.851 -8.341
H 8.212 -3.240 -9.389
H 6.633 -3.993 -9.332
H 7.486 -3.622 -7.879
H 7.369 -1.090 -10.894
H 6.305 -2.382 -11.132
H 5.333 -0.432 -11.938
H 5.949 0.453 -10.536
H 3.385 -1.300 -10.560
H 3.671 0.400 -10.338
H 5.203 1.158 -8.415
H 3.509 1.142 -7.884
H 4.628 0.503 -6.843
H 2.055 -0.935 -8.591
H 2.903 -2.439 -8.502
H 2.898 -1.384 -7.066
H 7.718 0.189 -8.665
H 8.736 -1.163 -8.703
H 7.757 -0.664 -7.268
H 5.086 -3.064 -7.116
C -3.901 10.251 1.955
C -4.143 10.682 0.538
C -3.289 11.898 0.093
C -1.833 11.562 -0.255
C -1.807 10.496 -1.349
C -2.736 9.205 -1.158
N -4.062 9.562 -0.548
O -4.990 8.521 -0.440
C -2.930 8.681 -2.621
C -1.987 8.358 -0.161
C -5.602 11.298 0.458
H -4.399 10.823 2.738
H -2.849 10.327 2.228
H -4.234 9.243 2.206
H -3.724 12.251 -0.842
H -3.250 12.622 0.906
H -1.335 11.275 0.671
H -1.324 12.412 -0.709
H -0.776 10.221 -1.569
H -2.198 10.913 -2.277
H -3.390 9.500 -3.173
H -2.064 8.306 -3.167
H -3.618 7.836 -2.576
H -1.061 8.006 -0.616
H -1.824 9.046 0.669
H -2.603 7.562 0.257
H -5.985 11.602 -0.516
H -5.618 12.239 1.008
H -6.351 10.617 0.863
H -5.445 8.657 -1.274
C 8.316 5.202 -1.260
C 8.119 6.653 -1.566
C 7.683 7.515 -0.377
C 8.779 7.657 0.712
C 9.906 8.471 -0.073
C 10.529 7.705 -1.280
N 9.309 7.321 -2.161
O 9.614 6.640 -3.363
C 11.390 8.731 -2.132
C 11.367 6.505 -0.832
C 6.838 6.732 -2.473
H 9.205 4.853 -0.734
H 7.545 4.889 -0.556
H 8.376 4.510 -2.100
H 7.343 8.515 -0.645
H 6.732 7.117 -0.024
H 8.500 8.206 1.611
H 9.169 6.772 1.215
H 10.640 8.812 0.658
H 9.388 9.388 -0.353
H 11.760 8.086 -2.929
H 12.311 9.078 -1.663
H 10.904 9.602 -2.571
H 10.850 6.046 0.011
H 12.352 6.770 -0.448
H 11.521 5.820 -1.666
H 5.902 6.347 -2.069
H 6.595 7.767 -2.714
H 6.778 6.261 -3.455
H 9.602 7.349 -4.010
*
```

=====

How do the records compare in ΔE to the lowest compared entry with this formula, charge and spin? In the order shown, they have 219.6; 609.2; 422.7 kJ/mol.